--- i ---
Molecular formula: CH5NO2S
Method: DFT, ωB97M-V/def2-TZVPD

XYZ file:
```
10
Properties=species:S:1:pos:R:3:nbo_charge:R:1
C -1.69 0.24 0.66 -0.43
N -0.40 0.84 0.40 -0.68
O 2.80 -1.24 -1.43 -0.41
O 1.60 -1.44 -0.81 -0.36
S 0.23 0.86 -1.09 0.40
H -1.38 -0.72 1.15 0.21
H -2.43 0.75 1.27 0.21
H -2.11 0.05 -0.28 0.22
H 0.20 1.16 1.05 0.39
H 3.18 -0.50 -0.91 0.44
```

Properties
Gap between HOMO and LUMO   6.06 eV
Total charge   0
Highest occupied orbital energy   -7.8 eV


--- ii ---
Molecular formula: CH5NO2S
Method: DFT, ωB97M-V/def2-TZVPD

XYZ file:
```
10
Properties=species:S:1:pos:R:3:nbo_charge:R:1
C -0.80 -0.93 -0.71 -0.79
N 0.10 1.37 0.54 -1.12
O 0.74 -0.83 1.86 -0.89
O 1.87 -0.14 -0.49 -0.89
S 0.61 -0.18 0.27 2.07
H -1.47 -1.54 -0.19 0.25
H -1.36 -0.14 -1.23 0.25
H -0.25 -1.45 -1.49 0.25
H 0.92 1.97 0.11 0.42
H -0.36 1.86 1.33 0.45
```

Properties
Gap between HOMO and LUMO   10.41 eV
SMILES string   CS(N)(=O)=O
Total charge   0
Highest occupied orbital energy   -9.9 eV


Least stable: i